Record 1
{"formula": "C5H9ClN3", "method": "ωB97M-V/def2-TZVPD", "species": ["C", "N", "N", "C", "N", "C", "C", "C", "Cl", "H", "H", "H", "H", "H", "H", "H", "H", "H"], "coordinates": [[0.143, 2.214, -0.535], [-0.407, 1.066, 0.035], [-0.401, -0.115, -0.619], [-0.340, -1.338, 0.080], [-0.652, -2.424, -0.713], [0.481, -1.390, 1.171], [1.054, -0.361, 1.929], [0.489, 0.894, 2.165], [1.303, 2.270, 2.503], [-0.528, 2.976, -0.122], [1.037, 2.429, 0.027], [0.281, 2.266, -1.652], [-0.317, -0.046, -1.604], [-0.398, -3.365, -0.376], [-0.921, -2.409, -1.714], [0.570, -2.459, 1.440], [2.127, -0.482, 2.413], [-0.535, 1.111, 2.554]], "atomic_forces_ev_per_a": [[-0.71, 1.07, -1.19], [-0.82, -3.90, 0.73], [0.17, 1.91, 3.06], [0.20, 1.76, -3.84], [-0.21, -1.08, 0.25], [-0.67, -1.32, 1.95], [1.92, 0.40, 0.90], [-2.41, -1.24, 0.04], [1.97, 1.49, 0.46], [0.04, 0.43, -0.79], [0.97, 0.08, -0.16], [-0.05, -0.14, 1.11], [0.33, -0.43, -1.26], [-0.24, 1.05, -0.28], [0.21, 0.47, 1.39], [0.99, 0.71, 0.13], [-2.22, -0.08, -1.28], [0.53, -1.18, -1.22]], "mulliken_charge": [-0.74, -0.32, 0.04, 0.60, -0.49, -0.32, -0.25, -0.08, -0.07, 0.34, 0.25, 0.39, 0.32, 0.20, 0.22, 0.28, 0.30, 0.33], "gap_ev": [7.19, 6.97], "smiles": "C/N=[NH+]/C(N)=C\\C=C\\Cl", "lumo_energy_ev": [-5.019, -5.338], "charge": 1}

Record 2
{"formula": "C4H3O2", "method": "ωB97M-V/def2-TZVPD", "species": ["O", "C", "O", "C", "C", "C", "H", "H", "H"], "coordinates": [[-2.270, 0.901, 0.432], [-1.552, -0.011, 0.010], [-1.807, -1.163, -0.366], [0.029, 0.432, -0.075], [1.265, -0.388, -0.589], [1.119, -0.179, 0.702], [-0.015, 1.602, -0.319], [1.719, -0.724, -1.507], [1.511, -0.470, 1.712]], "atomic_forces_ev_per_a": [[-0.39, 0.29, 0.17], [2.18, -0.03, -0.38], [-0.22, -0.45, -0.01], [-1.21, 2.09, -1.07], [-1.60, 0.98, 1.32], [1.11, -0.96, -0.14], [0.56, -2.22, 0.86], [0.05, -0.23, 0.40], [-0.49, 0.53, -1.14]], "mulliken_charge": [-0.72, 0.55, -0.73, -0.22, -0.37, -0.35, 0.20, 0.36, 0.29], "gap_ev": 7.69, "smiles": "O=C([O-])C1C=C1", "lumo_energy_ev": 4.273, "charge": -1}

Record 3
{"formula": "C21H23F6FeN5O8PS2SeTe", "method": "ωB97M-V/def2-TZVPD", "species": ["Fe", "F", "C", "F", "F", "S", "O", "O", "N", "S", "O", "O", "C", "F", "F", "F", "Se", "N", "C", "C", "C", "C", "C", "N", "C", "C", "N", "C", "C", "C", "C", "C", "N", "H", "H", "H", "H", "H", "H", "C", "C", "C", "O", "H", "H", "H", "H", "H", "H", "H", "C", "C", "O", "P", "O", "Te", "O", "C", "C", "H", "H", "H", "H", "H", "H", "H", "H", "H", "H"], "coordinates": [[0.075, 0.704, -0.292], [2.146, 4.532, 2.067], [0.999, 4.507, 2.734], [0.623, 5.760, 2.992], [1.188, 3.872, 3.891], [-0.297, 3.623, 1.793], [0.309, 2.355, 1.444], [-1.423, 3.596, 2.686], [-0.518, 4.625, 0.596], [-0.609, 4.205, -0.921], [-0.824, 2.789, -1.121], [-1.448, 5.112, -1.637], [1.076, 4.559, -1.563], [1.203, 4.043, -2.783], [2.015, 4.066, -0.773], [1.243, 5.885, -1.641], [-6.233, -2.554, -3.307], [-4.530, -2.550, -3.830], [-3.875, -1.838, -2.963], [-2.430, -1.589, -3.040], [-1.639, -2.080, -4.077], [-0.294, -1.800, -4.076], [0.226, -1.039, -3.034], [-0.520, -0.576, -2.046], [-1.829, -0.838, -2.046], [-2.627, -0.280, -0.916], [-1.951, 0.394, 0.013], [-2.610, 0.867, 1.068], [-3.984, 0.735, 1.214], [-4.685, 0.065, 0.243], [-3.991, -0.468, -0.840], [-4.650, -1.272, -1.875], [-5.922, -1.537, -1.878], [-2.101, -2.672, -4.856], [0.358, -2.157, -4.861], [1.278, -0.784, -2.982], [-2.020, 1.373, 1.821], [-4.467, 1.150, 2.086], [-5.756, -0.080, 0.307], [3.863, 1.574, 0.219], [3.109, 0.710, -0.791], [3.781, 0.781, -2.159], [1.784, 1.114, -0.879], [4.832, 1.130, 0.472], [3.267, 1.668, 1.129], [4.035, 2.577, -0.183], [3.164, -0.330, -0.431], [3.547, 1.748, -2.611], [3.418, -0.006, -2.826], [4.868, 0.679, -2.080], [0.197, -2.967, 5.344], [-0.235, -3.342, 3.945], [0.082, -2.239, 3.089], [-0.036, -2.374, 1.482], [0.444, -1.045, 0.985], [-2.110, -3.317, 0.853], [1.052, -3.514, 1.120], [2.439, -3.142, 1.011], [2.802, -2.993, -0.452], [-0.011, -3.789, 6.031], [-0.340, -2.081, 5.685], [1.266, -2.748, 5.372], [-1.307, -3.536, 3.895], [0.283, -4.239, 3.597], [3.007, -3.948, 1.476], [2.632, -2.219, 1.557], [2.647, -3.937, -0.979], [3.846, -2.691, -0.562], [2.167, -2.231, -0.906]], "atomic_forces_ev_per_a": [[1.06, -0.06, 0.20], [0.09, 0.04, -0.02], [0.00, 0.06, 0.00], [0.04, 0.00, 0.05], [0.08, 0.00, 0.10], [-0.36, -0.07, -0.37], [-0.16, 0.00, 0.16], [0.15, 0.00, -0.10], [0.05, -0.17, 0.02], [-0.34, -0.04, 0.34], [0.09, -0.05, -0.13], [0.04, -0.03, -0.01], [0.00, 0.03, 0.03], [0.07, -0.01, -0.09], [0.07, -0.02, 0.01], [0.07, 0.02, -0.03], [-0.29, -0.16, -0.12], [0.01, -0.05, -0.11], [0.41, 0.19, 0.19], [-0.47, -0.27, -0.32], [-0.14, -0.05, 0.01], [0.08, 0.01, 0.01], [0.17, 0.04, 0.10], [-0.17, 0.21, 0.15], [-0.22, 0.29, 0.54], [0.65, -0.23, -0.60], [-0.69, 0.22, 0.44], [0.15, -0.04, -0.04], [0.05, 0.03, 0.10], [-0.10, -0.10, -0.11], [-0.65, -0.22, -0.17], [0.34, 0.16, 0.17], [-0.08, 0.04, 0.04], [0.00, 0.00, 0.00], [0.00, 0.00, 0.01], [-0.03, 0.04, 0.01], [0.00, 0.01, -0.03], [0.00, 0.00, -0.01], [0.01, 0.00, 0.00], [0.04, 0.04, 0.05], [-0.24, 0.04, 0.28], [0.04, -0.02, -0.08], [0.26, -0.05, -0.50], [-0.01, 0.04, -0.01], [0.04, -0.02, -0.02], [-0.03, -0.03, 0.03], [0.04, 0.02, 0.02], [0.04, -0.01, 0.00], [-0.02, 0.05, 0.01], [-0.04, -0.02, -0.01], [0.00, -0.02, 0.06], [0.06, 0.16, -0.07], [-0.04, -0.16, -0.01], [0.10, -0.02, 0.13], [-0.21, 0.14, -0.27], [-0.02, 0.04, 0.01], [0.13, 0.07, 0.05], [-0.10, -0.01, -0.08], [-0.02, -0.05, -0.02], [0.01, 0.03, 0.00], [0.01, -0.03, -0.02], [-0.02, -0.02, 0.00], [-0.05, -0.01, -0.02], [0.03, -0.01, -0.02], [0.02, -0.03, 0.04], [-0.03, 0.03, 0.00], [0.00, 0.02, 0.02], [-0.03, -0.01, 0.00], [0.03, 0.00, 0.00]], "mulliken_charge": [1.65, -0.20, 0.49, -0.22, -0.21, 1.20, -0.70, -0.70, -0.63, 0.93, -0.65, -0.69, 0.72, -0.24, -0.16, -0.26, 0.19, -0.88, 1.06, 0.34, -0.72, -1.02, -0.04, 0.45, 0.15, -0.45, 0.54, -0.57, -1.15, -0.72, 0.50, 1.06, -0.87, 0.53, 0.45, 0.09, 0.59, 0.47, 0.52, -1.43, 1.27, -1.43, -0.62, 0.44, 0.31, 0.25, -0.68, 0.23, 0.28, 0.44, -1.26, -0.24, -0.05, -0.29, -0.07, -0.44, -0.31, -0.31, -0.71, 0.38, 0.28, 0.30, 0.31, 0.29, 0.36, 0.27, 0.39, 0.36, -0.18], "gap_ev": [5.97, 5.98], "lumo_energy_ev": [1.235, 1.236], "s2": 6.01, "multiplicity": 5, "charge": -1}

Result set for ΔE to the lowest compared entry with this formula, charge and spin: 104.04; 22.19; 2.46 kcal/mol, one per record in the order listed.